1.
Density functional theory data (ωB97M-V/def2-TZVPD) for an isolated molecule of C4H6OS in a non-equilibrium geometry.

The value obtained for the total energy is -17125.5218 eV. As for the SMILES: S=C[C@H]1CCO1.

Each line ends with the Löwdin charge.
Positions of all 12 atoms, in Å:
1 S 3.140 -0.041 0.021  0.694
2 C 1.654 -0.618 -0.298  -0.599
3 C 0.415 -0.325 0.484  -0.427
4 C -0.329 0.890 0.088  -0.126
5 C -1.481 -0.007 -0.254  -0.173
6 O -0.727 -1.169 0.190  -0.085
7 H 1.353 -1.418 -0.912  0.056
8 H 0.714 -0.559 1.560  0.168
9 H 0.047 1.511 -0.751  0.127
10 H -0.515 1.611 0.913  0.127
11 H -2.434 0.164 0.269  0.114
12 H -1.838 -0.041 -1.310  0.123


2.
Density functional theory data (ωB97M-V/def2-TZVPD) for a structure of composition C3H5N3O in a non-equilibrium geometry.

The value obtained for the total energy is -9705.3061 eV.

Each line ends with the Löwdin charge.
Positions of all 12 atoms, in Å:
1 C -0.741 -0.078 -0.179  -0.411
2 C -0.323 1.233 0.008  -0.151
3 C 1.318 0.135 0.035  -0.490
4 H -2.681 -0.632 -0.690  0.041
5 H -2.337 0.310 1.097  0.247
6 H -0.812 2.162 -0.227  0.096
7 H 3.302 -0.318 -0.500  0.232
8 H 0.550 -1.820 0.100  0.216
9 N -2.076 -0.760 0.163  0.023
10 N 1.021 1.321 0.107  0.141
11 N 0.332 -0.791 -0.085  0.126
12 O 2.448 -0.762 0.169  -0.070


3.
Density functional theory data (ωB97M-V/def2-TZVPD) for a cluster of 2 separate species, C5H14 in total in a non-equilibrium geometry.

The net charge is -1. The value obtained for the total energy is -5408.9327 eV. The spin multiplicity is 2. Its expectation value of S² is 0.750.

Each line ends with the Löwdin charge.
Positions of all 19 atoms, in Å:
1 C -0.595 1.254 -0.962  -0.480
2 C -1.841 2.162 -1.250  -0.282
3 C 0.333 1.921 0.080  -0.264
4 H -1.107 0.350 -0.446  0.051
5 H -0.002 0.703 -1.695  0.050
6 H -2.527 1.625 -1.961  0.034
7 H 0.386 3.070 0.070  0.065
8 H -0.058 1.522 1.128  0.066
9 H -1.682 3.273 -1.564  0.067
10 H -2.352 2.203 -0.239  0.047
11 H 1.369 1.767 -0.068  0.005
12 C 1.327 -1.947 0.653  -0.253
13 C 0.718 -3.176 1.255  -0.330
14 H 1.443 -2.259 -0.345  0.029
15 H 0.749 -1.129 0.730  0.001
16 H 2.343 -1.938 1.011  0.056
17 H 1.505 -3.958 1.521  0.062
18 H -0.224 -3.556 0.859  0.030
19 H 0.504 -2.962 2.347  0.046


4.
Density functional theory data (ωB97M-V/def2-TZVPD) for a structure of composition C19H20N2O6Pd.

The value obtained for the total energy is -38771.3491 eV.

Each line ends with the Löwdin charge.
Positions of all 48 atoms, in Å:
1 Pd 0.037 -0.504 2.663  1.109
2 O -1.324 -1.455 1.632  -0.163
3 C -0.589 -2.491 1.256  -0.592
4 O -0.305 -3.407 2.004  0.072
5 C -0.098 -2.448 -0.183  -0.103
6 C 1.278 -3.122 -0.301  -0.262
7 C 1.627 -3.375 -1.776  -0.095
8 C 2.035 -1.955 -2.241  -0.103
9 C 1.743 -1.148 -0.972  -0.259
10 O 2.148 -2.046 0.063  -0.040
11 C 0.206 -1.042 -0.786  -0.098
12 C -0.157 0.251 -0.057  -0.554
13 O -0.859 1.072 -0.610  0.083
14 O 0.488 0.550 1.067  -0.148
15 H -0.855 -2.958 -0.784  0.161
16 H 1.409 -3.958 0.378  0.153
17 H 2.458 -4.075 -1.857  0.110
18 H 0.784 -3.784 -2.332  0.113
19 H 3.096 -1.907 -2.482  0.111
20 H 1.468 -1.599 -3.101  0.112
21 H 2.278 -0.207 -0.871  0.159
22 H -0.287 -0.952 -1.752  0.147
23 C 0.351 5.031 3.319  0.014
24 N 1.083 3.836 2.935  -0.048
25 N 0.592 2.611 3.351  0.053
26 C 1.619 1.725 3.450  -0.401
27 O 1.479 0.487 3.690  -0.115
28 C 2.814 2.462 3.224  0.083
29 C 2.443 3.740 2.931  -0.253
30 C 3.286 4.932 2.640  -0.009
31 C -0.806 2.317 3.327  -0.243
32 C -1.397 1.853 4.494  -0.025
33 C -2.735 1.488 4.471  -0.073
34 C -3.464 1.605 3.295  -0.068
35 C -2.860 2.082 2.140  -0.048
36 C -1.521 2.437 2.145  -0.029
37 H -0.693 4.913 3.045  0.089
38 H 0.762 5.872 2.768  0.092
39 H 0.429 5.218 4.393  0.105
40 H 3.801 2.037 3.205  0.125
41 H 4.314 4.620 2.479  0.088
42 H 3.271 5.636 3.475  0.091
43 H 2.936 5.452 1.749  0.091
44 H -0.806 1.766 5.396  0.122
45 H -3.203 1.110 5.370  0.106
46 H -4.504 1.307 3.275  0.107
47 H -3.417 2.138 1.215  0.116
48 H -1.020 2.725 1.231  0.115